{
  "formula": "C20H17AsO8OsPS",
  "method": "ωB97M-V with the def2-TZVPD basis set",
  "homo_ev": [-13.09, -13.09],
  "max_force_ha_per_bohr": 0.020,
  "charge": 1,
  "de_lowest_ev": 1.0865,
  "lumo_energy_ev": [-5.513, -5.512],
  "orbital_gap_ev": [7.580, 7.580],
  "species": ["Os", "O", "C", "O", "C", "P", "C", "C", "C", "C", "C", "C", "C", "C", "C", "C", "C", "C", "H", "H", "H", "H", "H", "H", "H", "H", "H", "H", "H", "H", "O", "As", "O", "O", "C", "C", "C", "C", "C", "C", "S", "O", "O", "O", "H", "H", "H", "H", "H"],
  "xyz": [[-2.190, 1.433, -0.073], [-5.375, -0.626, 1.146], [-4.253, -0.382, 0.854], [-3.910, 0.905, 0.470], [-3.147, -1.418, 0.819], [-1.551, -0.616, 0.502], [-0.677, -0.710, 2.062], [-0.891, 0.247, 3.052], [-0.358, 0.063, 4.316], [0.396, -1.069, 4.591], [0.601, -2.032, 3.614], [0.056, -1.865, 2.350], [-0.646, -1.445, -0.796], [0.752, -1.456, -0.759], [1.454, -2.068, -1.784], [0.772, -2.631, -2.855], [-0.613, -2.582, -2.913], [-1.326, -1.993, -1.881], [-3.390, -2.188, 0.087], [-3.117, -1.898, 1.798], [-1.470, 1.140, 2.848], [-0.531, 0.801, 5.088], [0.817, -1.206, 5.578], [1.177, -2.920, 3.837], [0.196, -2.632, 1.600], [1.280, -1.010, 0.074], [2.533, -2.110, -1.745], [1.325, -3.112, -3.651], [-1.138, -3.013, -3.754], [-2.408, -1.964, -1.932], [1.292, 2.189, 1.979], [0.657, 3.116, 0.656], [0.740, 4.709, 0.867], [-1.077, 2.689, 0.604], [1.501, 2.149, -0.785], [2.823, 1.814, -0.524], [3.604, 1.213, -1.506], [3.067, 0.910, -2.745], [1.741, 1.209, -3.026], [0.963, 1.840, -2.069], [-0.649, 2.331, -2.585], [-0.825, 2.067, -3.965], [-0.891, 3.614, -1.996], [-1.620, 1.266, -1.844], [1.419, 2.761, 2.750], [3.255, 2.044, 0.439], [4.643, 0.995, -1.296], [3.681, 0.445, -3.506], [1.311, 0.994, -3.994]],
  "lowdin_charge": [1.50, 0.18, -0.57, -0.25, -0.17, 0.92, -0.35, -0.10, -0.05, -0.05, -0.05, -0.07, -0.35, -0.09, -0.06, -0.04, -0.04, -0.07, 0.11, 0.12, 0.09, 0.12, 0.12, 0.12, 0.11, 0.11, 0.12, 0.12, 0.12, 0.11, -0.22, 0.99, -0.36, -0.55, -0.23, -0.07, -0.03, -0.04, -0.04, -0.26, 0.60, -0.22, -0.27, -0.51, 0.08, 0.11, 0.12, 0.12, 0.13]
}

***

{
  "formula": "C20H17Br2FN2O7",
  "method": "ωB97M-V with the def2-TZVPD basis set",
  "homo_ev": -0.13,
  "max_force_ha_per_bohr": 0.189,
  "charge": -2,
  "lumo_energy_ev": 2.179,
  "orbital_gap_ev": 2.305,
  "species": ["C", "C", "Br", "C", "Br", "C", "C", "C", "N", "C", "C", "C", "O", "C", "C", "C", "C", "O", "N", "F", "C", "O", "H", "H", "H", "H", "H", "H", "H", "H", "H", "H", "H", "H", "H", "H", "H", "C", "C", "C", "O", "C", "C", "C", "O", "O", "O", "H", "H"],
  "xyz": [[4.701, 0.434, 0.909], [4.671, 0.117, 2.517], [5.880, -1.427, 3.058], [3.178, -0.079, 3.163], [3.128, -1.694, 4.405], [1.945, -0.089, 2.083], [0.889, 1.198, 1.919], [0.992, 2.579, 2.804], [1.738, 3.598, 1.926], [-0.374, 1.108, 0.826], [-1.494, 2.334, 0.644], [-2.504, 2.180, 1.962], [-3.481, 1.065, 1.777], [-0.612, -0.204, -0.162], [0.427, -1.462, 0.006], [1.634, -1.384, 1.112], [2.411, -2.819, 0.965], [3.568, -3.277, 1.450], [1.475, -3.671, 0.088], [0.930, -4.635, 0.897], [0.476, -2.921, -0.791], [-0.205, -3.330, -1.873], [4.507, 1.587, 0.713], [5.826, 0.251, 0.556], [4.041, -0.271, 0.248], [5.153, 1.069, 3.053], [2.983, 0.849, 3.886], [1.481, 2.442, 3.867], [-0.070, 3.082, 3.009], [2.689, 3.181, 1.811], [1.230, 3.580, 0.999], [-2.179, 2.188, -0.295], [-0.974, 3.385, 0.706], [-3.056, 3.191, 2.176], [-1.908, 1.902, 2.955], [-3.432, 0.499, 2.626], [-1.492, -0.285, -0.950], [-2.383, -1.622, -4.390], [-2.899, -2.095, -5.537], [-4.319, -1.608, -5.809], [-4.957, -1.859, -6.836], [-4.990, -0.781, -4.771], [-4.478, -0.319, -3.617], [-3.021, -0.718, -3.396], [-2.333, -0.343, -2.442], [-5.051, 0.387, -2.731], [-2.351, -2.866, -6.384], [-1.373, -1.905, -4.116], [-6.017, -0.541, -5.018]],
  "lowdin_charge": [-0.15, -0.68, 0.52, -0.63, 0.55, -0.09, -0.03, -0.25, -0.04, -0.05, -0.12, -0.25, -0.13, 0.13, 0.03, 0.00, -0.19, -0.06, -0.05, -0.01, -0.15, 0.05, 0.09, 0.08, 0.09, 0.10, 0.09, 0.11, 0.11, 0.05, 0.07, 0.14, 0.10, 0.11, 0.11, 0.11, 0.08, -0.03, -0.47, -0.36, -0.03, -0.04, -0.48, -0.32, -0.07, -0.12, -0.10, 0.08, 0.08]
}

***

{
  "formula": "C20H17BrN4O3Sn",
  "method": "ωB97M-V with the def2-TZVPD basis set",
  "homo_ev": -8.47,
  "max_force_ha_per_bohr": 0.082,
  "de_lowest_ev": 0.4261,
  "lumo_energy_ev": -0.617,
  "orbital_gap_ev": 7.852,
  "species": ["Sn", "C", "C", "C", "C", "C", "C", "N", "N", "C", "C", "C", "C", "C", "C", "H", "H", "H", "H", "H", "H", "H", "H", "H", "N", "C", "N", "O", "H", "H", "H", "H", "Br", "C", "C", "C", "C", "C", "C", "C", "O", "O", "H", "H", "H", "H"],
  "xyz": [[-0.939, -0.507, -2.087], [-4.130, -0.580, 2.652], [-4.130, -1.439, 1.580], [-2.977, -1.623, 0.780], [-1.834, -0.964, 1.136], [-1.818, -0.209, 2.304], [-2.945, 0.042, 3.051], [-0.722, -1.004, 0.250], [0.395, -1.149, 0.715], [1.443, -1.095, -0.300], [2.679, -1.382, 0.254], [3.729, -1.258, -0.736], [3.541, -0.844, -2.091], [2.218, -0.744, -2.574], [1.177, -0.767, -1.628], [-5.059, -0.464, 3.066], [-5.105, -1.966, 1.321], [-2.938, -2.280, -0.108], [-0.874, 0.240, 2.534], [-2.912, 0.890, 3.798], [2.847, -1.792, 1.268], [4.755, -1.522, -0.445], [4.334, -0.657, -2.769], [2.012, -0.480, -3.551], [0.028, -5.425, 0.179], [-0.287, -4.306, -0.663], [0.716, -4.100, -1.565], [-1.343, -3.733, -0.751], [1.006, -5.445, 0.572], [-0.705, -5.644, 0.841], [1.621, -4.487, -1.402], [0.666, -3.248, -2.085], [0.544, 4.347, 3.160], [0.341, 4.605, 1.285], [0.877, 5.703, 0.670], [1.006, 5.722, -0.711], [0.627, 4.604, -1.377], [0.111, 3.481, -0.751], [-0.100, 3.512, 0.654], [-0.194, 2.288, -1.523], [0.453, 2.020, -2.554], [-1.024, 1.353, -1.009], [1.204, 6.604, 1.213], [1.369, 6.541, -1.255], [0.908, 4.449, -2.428], [-0.569, 2.713, 1.084]],
  "lowdin_charge": [1.24, -0.09, -0.07, -0.03, -0.27, -0.04, -0.06, -0.07, 0.14, -0.32, -0.01, -0.06, -0.06, -0.11, -0.33, 0.07, 0.13, 0.09, 0.10, 0.13, 0.12, 0.09, 0.09, 0.07, 0.12, -0.64, 0.17, 0.01, 0.11, 0.09, 0.10, 0.06, 0.73, -0.68, -0.11, -0.06, -0.03, -0.12, -0.08, -0.54, -0.01, -0.29, 0.12, 0.10, 0.13, 0.07]
}

***

{
  "formula": "C20H17Cl2MnN6O3",
  "method": "ωB97M-V with the def2-TZVPD basis set",
  "homo_ev": [-8.67, -8.72],
  "max_force_ha_per_bohr": 0.024,
  "spin_multiplicity": 5,
  "de_lowest_ev": 0.2344,
  "lumo_energy_ev": [-1.389, -0.901],
  "orbital_gap_ev": [7.283, 7.818],
  "species": ["Mn", "C", "N", "C", "C", "C", "C", "C", "N", "C", "C", "C", "C", "C", "C", "H", "H", "H", "H", "H", "H", "H", "H", "H", "H", "H", "O", "N", "C", "C", "N", "C", "N", "Cl", "C", "Cl", "H", "H", "O", "C", "C", "C", "C", "O", "N", "H", "H", "H", "H"],
  "xyz": [[0.047, 0.038, -0.034], [-2.936, 0.812, -0.593], [-1.683, 1.060, 0.138], [-1.589, 2.068, 0.949], [-0.358, 2.267, 1.611], [0.168, 3.218, 2.473], [1.508, 2.856, 2.680], [1.740, 1.705, 1.930], [0.615, 1.341, 1.295], [-4.144, 0.718, 0.306], [-5.228, 1.560, 0.096], [-6.352, 1.491, 0.912], [-6.393, 0.580, 1.955], [-5.309, -0.264, 2.176], [-4.193, -0.196, 1.357], [-2.792, -0.104, -1.161], [-3.084, 1.613, -1.320], [-2.441, 2.725, 1.112], [-0.357, 4.065, 2.886], [2.233, 3.363, 3.296], [2.648, 1.131, 1.837], [-5.197, 2.274, -0.719], [-7.191, 2.152, 0.733], [-7.264, 0.525, 2.595], [-5.337, -0.977, 2.990], [-3.351, -0.856, 1.530], [-0.510, -0.748, -1.583], [-0.211, -1.705, -2.449], [-0.537, -1.378, -3.649], [-1.163, -0.106, -3.950], [-1.663, 0.905, -4.164], [-0.289, -2.335, -4.704], [-0.093, -3.075, -5.559], [-0.670, -1.151, 2.885], [-1.077, -2.805, 2.389], [-1.461, -2.880, 0.662], [-1.949, -3.119, 2.949], [-0.203, -3.418, 2.551], [1.722, -3.260, 1.468], [2.209, -2.460, 0.708], [3.593, -2.586, 0.072], [3.827, -1.241, -0.621], [2.470, -0.601, -0.525], [2.072, 0.447, -1.050], [1.619, -1.285, 0.260], [3.550, -3.416, -0.634], [4.325, -2.841, 0.835], [4.153, -1.299, -1.657], [4.539, -0.609, -0.088]],
  "lowdin_spin": [3.82, 0.00, -0.03, 0.01, 0.01, 0.02, 0.01, 0.02, -0.04, 0.00, 0.00, 0.00, 0.00, 0.00, 0.00, 0.00, 0.00, 0.00, 0.00, 0.00, 0.00, 0.00, 0.00, 0.00, 0.00, 0.00, 0.04, 0.00, 0.02, 0.00, 0.01, 0.00, 0.01, 0.02, 0.00, 0.01, 0.00, 0.00, 0.00, 0.00, 0.00, 0.00, 0.01, 0.05, -0.01, 0.00, 0.00, 0.00, 0.00]
}

***

{
  "formula": "C20H17Cl2N5S",
  "method": "ωB97M-V with the def2-TZVPD basis set",
  "homo_ev": -7.74,
  "max_force_ha_per_bohr": 0.021,
  "smiles": "Clc1ccc(-c2cs/c(=N\\c3cccnc3)n2CCCn2ccnc2)cc1Cl",
  "lumo_energy_ev": 0.190,
  "orbital_gap_ev": 7.928,
  "species": ["Cl", "C", "C", "C", "C", "C", "C", "S", "C", "N", "C", "C", "C", "C", "N", "C", "N", "C", "C", "C", "N", "C", "C", "N", "C", "C", "C", "Cl", "H", "H", "H", "H", "H", "H", "H", "H", "H", "H", "H", "H", "H", "H", "H", "H", "H"],
  "xyz": [[-3.734, -2.399, -5.831], [-3.025, -1.387, -4.633], [-3.486, -1.434, -3.325], [-2.919, -0.628, -2.357], [-1.876, 0.237, -2.682], [-1.276, 1.116, -1.673], [-1.201, 2.455, -1.777], [-0.500, 3.191, -0.369], [-0.231, 1.565, 0.349], [0.388, 1.233, 1.399], [0.924, 2.052, 2.362], [0.433, 3.312, 2.714], [1.058, 4.006, 3.734], [2.145, 3.425, 4.369], [2.609, 2.225, 4.056], [2.014, 1.558, 3.091], [-0.764, 0.623, -0.486], [-0.462, -0.768, -0.238], [0.934, -1.124, -0.760], [1.350, -2.534, -0.329], [1.457, -2.635, 1.099], [2.452, -2.109, 1.877], [2.104, -2.375, 3.169], [0.922, -3.045, 3.201], [0.561, -3.180, 1.957], [-1.426, 0.295, -3.997], [-1.993, -0.512, -4.969], [-1.415, -0.430, -6.589], [-4.296, -2.101, -3.076], [-3.309, -0.650, -1.350], [-1.565, 3.069, -2.575], [-0.431, 3.726, 2.215], [0.701, 4.980, 4.033], [2.665, 3.934, 5.170], [2.409, 0.576, 2.866], [-1.215, -1.392, -0.721], [-0.496, -0.914, 0.844], [1.646, -0.402, -0.356], [0.950, -1.059, -1.849], [2.317, -2.780, -0.779], [0.611, -3.263, -0.671], [3.304, -1.617, 1.454], [2.623, -2.129, 4.073], [-0.331, -3.675, 1.627], [-0.626, 0.967, -4.265]],
  "lowdin_charge": [0.69, -0.69, -0.09, -0.03, -0.17, -0.29, -0.35, 1.05, -0.54, 0.10, -0.27, -0.04, -0.07, -0.17, 0.06, -0.09, -0.05, -0.13, -0.13, -0.14, -0.10, -0.09, -0.16, 0.06, -0.20, -0.04, -0.68, 0.69, 0.11, 0.13, 0.08, 0.07, 0.10, 0.10, 0.09, 0.11, 0.12, 0.11, 0.12, 0.13, 0.13, 0.12, 0.10, 0.12, 0.12]
}

***

Q: What is the formula in the second record?
A: C20H17Br2FN2O7